Entry 1:
16
Properties=species:S:1:pos:R:3:forces:R:3:lowdin_charge:R:1 method="wB97M-V/def2-TZVPD" orbital_gap_ha=0.31016 charge=0 e_homo_ev=-8.025 e_above_lowest_kj_mol=367.47
C 0.14417 -1.85801 0.05343 0.064 0.017 -0.068 0.006
N -0.64193 0.31847 -1.52906 0.038 -0.071 0.256 0.127
C 0.05425 1.24226 0.66386 -0.168 -0.310 -0.168 -0.405
C 0.25674 0.86082 -0.68228 0.030 -0.313 0.160 -0.439
C -0.75211 -0.67446 0.19798 -0.108 0.569 0.023 -0.327
O 1.10543 1.48231 1.49331 -0.047 -0.042 -0.118 0.113
O -1.09025 1.77618 1.10037 0.069 -0.136 -0.044 0.090
O 1.55806 0.66429 -1.00626 -0.194 -0.003 0.096 0.079
O -1.86170 -0.61027 0.66983 0.406 0.119 -0.222 0.050
H -1.74316 1.04072 1.21799 0.055 -0.001 -0.032 0.100
H 1.92615 1.23367 1.04682 -0.070 0.020 -0.010 0.111
H 1.55264 0.26112 -1.88894 -0.051 0.024 0.056 0.131
H -1.55783 0.75240 -1.44875 0.029 -0.014 0.077 0.088
H 0.27378 -2.28112 1.05134 -0.021 0.044 -0.038 0.101
H -0.34217 -2.59836 -0.58281 0.004 0.058 0.033 0.098
H 1.11792 -1.61004 -0.35680 -0.036 0.037 -0.001 0.077

=====

Entry 2:
14
Properties=species:S:1:pos:R:3:forces:R:3:lowdin_charge:R:1 method="wB97M-V/def2-TZVPD" orbital_gap_ha="0.28046 / 0.28047" charge=0 e_homo_ev="-7.547 / -7.546" e_above_lowest_kj_mol=524.77
C -1.06581 0.04039 -1.40501 1.190 3.134 2.609 -0.764
C 1.03970 -0.68066 0.07166 1.303 -1.911 -0.669 -0.199
C 0.49796 0.58009 0.34538 -3.711 0.043 -0.464 -0.176
C -0.27185 0.85559 1.60784 -1.174 -0.543 -0.129 -0.102
N -0.36481 -0.87506 -1.87998 0.651 -2.111 -0.634 -0.058
O 0.87765 -1.19047 -1.35351 0.482 -0.349 0.893 -0.094
S -2.25001 1.02006 -1.72027 -1.391 0.350 -0.033 0.665
H 2.12350 -0.77979 0.15309 0.189 0.164 -0.345 0.129
H 0.65484 -1.32980 0.82765 -0.635 -1.303 -0.057 0.106
H 1.00052 1.40272 0.02610 1.347 2.317 -1.455 0.073
H -0.31032 -0.07022 2.16516 0.211 -0.352 0.527 0.054
H -1.40962 0.98732 1.42034 1.798 0.772 0.179 0.096
H 0.24369 1.61351 2.25250 -0.956 -0.361 -0.677 0.090
H -0.76544 -1.57366 -2.51093 0.697 0.150 0.255 0.180

=====

Entry 3:
14
Properties=species:S:1:pos:R:3:forces:R:3:lowdin_charge:R:1 method="wB97M-V/def2-TZVPD" orbital_gap_ha=0.34724 charge=0 e_homo_ev=-8.821 e_above_lowest_kj_mol=259.58
C -0.01363 -1.38800 -0.86402 1.066 -1.206 1.821 0.046
C -0.23921 -0.21476 -0.33499 -1.950 2.164 0.238 -0.293
C -0.52795 0.09266 1.11183 -0.002 1.354 -0.334 -0.254
N 0.17018 -0.10675 2.16123 -1.861 0.110 -0.642 -0.402
S 1.42176 -1.17039 2.08212 1.377 -0.494 1.334 0.730
C -0.53102 0.99528 -1.29147 -3.027 -3.007 -0.100 -0.291
O 0.08487 2.11992 -0.89400 0.138 2.002 0.394 -0.017
H 0.02471 -1.54700 -1.90473 0.157 -0.222 -1.050 0.058
H 0.26281 -2.18024 -0.16107 -0.429 -0.229 -0.638 0.049
H -1.41722 0.77051 1.24026 0.902 -0.595 -0.077 0.131
H 1.62186 -1.08874 3.44411 0.204 -0.239 -0.995 -0.112
H -0.17425 0.56388 -2.24035 -0.289 0.706 -0.292 0.108
H -1.68078 1.23287 -1.37451 2.109 -0.635 0.196 0.161
H 0.99787 1.92077 -0.97438 1.605 0.293 0.145 0.087

=====

Entry 4:
14
Properties=species:S:1:pos:R:3:forces:R:3:lowdin_charge:R:1 method="wB97M-V/def2-TZVPD" orbital_gap_ha=0.30691 charge=0 e_homo_ev=-7.605 e_above_lowest_kj_mol=320.99
C 2.19091 -0.29781 -0.23122 -2.620 -0.064 0.432 -0.316
C 1.24802 0.63137 0.12536 2.313 1.976 -0.450 -0.528
C -1.71181 -0.70709 -0.48673 3.116 0.080 0.181 -0.101
C -1.15832 0.07236 0.74964 0.490 -2.302 -2.002 -0.233
N 0.26432 -0.08833 0.78683 1.825 0.047 -0.560 -0.313
O 1.27358 2.03235 0.05766 0.451 -1.145 -0.138 0.030
S 1.06080 -1.54743 0.20398 -0.746 -1.144 1.238 0.920
H 3.04929 -0.71013 -0.66044 1.552 0.992 -0.640 0.033
H -1.32933 -0.10990 -1.32847 -0.079 -0.558 -0.119 0.087
H -2.70981 -0.56115 -0.45238 -3.541 -0.038 -0.216 0.021
H -1.40561 -1.78509 -0.61763 -0.480 1.316 0.455 0.061
H -1.49346 -0.30791 1.68216 -0.880 0.004 0.796 0.102
H -1.40912 1.07160 0.53025 -0.230 1.395 0.472 0.107
H 2.13055 2.30717 -0.35901 -1.172 -0.560 0.551 0.128

=====

Entry 5:
14
Properties=species:S:1:pos:R:3:forces:R:3:lowdin_charge:R:1 method="wB97M-V/def2-TZVPD" orbital_gap_ha=0.25045 charge=0 e_homo_ev=-8.021 e_above_lowest_kj_mol=636.55
C 1.62260 -0.07630 0.34705 -0.829 2.131 -1.176 -0.292
C 0.33399 0.32333 -0.45188 2.030 1.128 -2.084 -0.278
C -0.61072 1.42285 -0.05512 0.534 -0.536 0.036 -0.015
C -1.97385 -0.79801 -0.28475 -4.219 2.614 1.964 -0.622
H 1.93408 -2.01294 1.02152 -0.898 1.560 -5.534 0.333
H 2.51288 0.75102 0.20568 -1.804 -2.269 -0.557 0.158
H 1.62092 -0.13585 1.44767 -0.880 0.153 -0.455 0.089
H 0.56305 0.17387 -1.58402 -0.223 0.446 1.984 0.184
H -0.28177 1.79671 0.92856 -1.061 0.073 -0.391 0.126
H -0.98289 2.09162 -0.82315 -0.163 0.025 0.307 0.118
H -1.76976 -1.78035 -0.42592 1.102 -2.829 -0.937 0.024
N -0.98734 0.02376 -0.12841 1.155 1.237 1.131 -0.111
O 1.63471 -1.35178 -0.28978 3.206 -3.441 6.491 -0.179
S -3.61589 -0.42794 0.09254 2.051 -0.293 -0.779 0.466

=====

Entry 6:
14
Properties=species:S:1:pos:R:3:forces:R:3:lowdin_charge:R:1 method="wB97M-V/def2-TZVPD" orbital_gap_ha="0.27034 / 0.27096" charge=0 e_homo_ev="-8.545 / -8.557" e_above_lowest_kj_mol=580.46
C -0.38368 1.27714 2.02826 1.021 2.396 0.716 -0.614
C 0.52959 -0.88995 -1.47107 0.881 -0.842 -2.156 -0.216
C 0.99540 -0.12418 -0.32910 -0.888 0.538 2.428 -0.234
C -0.32217 0.24429 -1.03840 -0.920 0.477 0.976 -0.186
N -1.52304 0.90553 2.52848 -0.811 -3.030 -1.796 -0.225
O -1.65909 0.44108 3.71059 -0.051 0.482 0.522 -0.123
S 0.69793 2.42758 1.95090 -0.835 -1.166 -0.173 0.801
H 1.13009 -0.79418 -2.44092 -1.151 -0.285 1.464 0.133
H 0.15129 -1.86359 -1.21516 0.060 -0.377 -0.438 0.094
H 0.76392 -0.54136 0.69014 0.675 0.217 -1.183 0.093
H 1.86998 0.52456 -0.32003 -0.365 -0.071 -0.341 0.087
H -1.31233 0.02111 -0.47667 1.866 0.381 -1.120 0.109
H -2.12824 0.36426 1.80365 0.627 1.523 0.943 0.191
H -0.33239 1.14509 -1.64950 -0.107 -0.242 0.158 0.089

=====

Entry 7:
14
Properties=species:S:1:pos:R:3:forces:R:3:lowdin_charge:R:1 method="wB97M-V/def2-TZVPD" orbital_gap_ha=0.31687 charge=0 e_homo_ev=-8.327 e_above_lowest_kj_mol=80.68
C -0.44447 0.91500 -1.62279 -0.480 0.041 0.351 -0.036
C 0.00774 0.28843 -0.28160 -1.140 0.767 -2.960 -0.380
N 1.30129 0.60792 0.06835 0.631 0.700 1.104 0.080
C -0.78024 -0.58889 0.31577 -0.628 -1.063 1.413 -0.107
C -0.41845 -1.32893 1.54637 -0.535 0.005 -0.116 -0.880
O 0.89337 -1.50212 1.74696 1.273 0.401 -0.893 -0.037
S -1.54526 -1.92130 2.60858 0.890 0.364 -0.718 0.661
H 0.29579 0.67714 -2.39317 -0.052 0.096 0.058 0.080
H -1.42922 0.55306 -1.97030 0.579 -0.206 0.358 0.082
H -0.58538 2.01375 -1.59086 0.472 -0.427 0.279 0.084
H 1.65920 1.40826 -0.43683 0.008 -0.141 -0.095 0.103
H 1.35135 0.82188 1.06356 0.314 -0.091 -0.126 0.116
H -1.78343 -0.79975 -0.03765 0.204 0.277 -0.059 0.104
H 1.47769 -1.14444 0.98361 -1.536 -0.723 1.404 0.129

=====

Entry 8:
14
Properties=species:S:1:pos:R:3:forces:R:3:lowdin_charge:R:1 method="wB97M-V/def2-TZVPD" orbital_gap_ha=0.29968 charge=0 e_homo_ev=-7.782 e_above_lowest_kj_mol=563.61
O 2.18317 -0.71479 -1.52999 2.040 -1.575 -3.080 -0.391
S 1.28942 -0.61741 -0.46018 -3.282 2.665 4.356 0.836
C -0.19838 -1.44961 -0.07110 3.212 2.120 -3.050 -0.279
C -0.93959 -0.54326 0.73105 -2.394 1.563 0.723 -0.343
N -1.95935 0.48087 0.11349 1.043 -0.882 1.925 0.052
C -0.63131 0.97668 0.53504 -0.403 -4.414 -3.149 -0.267
C 0.49027 1.02029 -0.51711 0.847 0.476 2.437 -0.226
H 2.16815 -0.28300 0.64896 -0.623 -0.684 -0.569 0.082
H -0.02315 -2.43917 0.10683 -0.058 -2.489 0.622 0.017
H -1.30851 -1.08632 1.62691 0.107 1.429 -0.111 0.138
H -2.05854 0.26978 -0.87021 0.552 0.299 -0.285 0.083
H -0.47876 1.48164 1.41345 -0.284 1.842 1.645 0.099
H 0.27618 1.08173 -1.55961 -0.650 0.474 -0.663 0.087
H 1.19041 1.82255 -0.16754 -0.107 -0.823 -0.801 0.112

=====

| no. | strongest force on any atom (eV Å⁻¹) |
| --- | --- |
| 1 | 0.58 |
| 2 | 4.25 |
| 3 | 4.27 |
| 4 | 3.55 |
| 5 | 8.02 |
| 6 | 3.61 |
| 7 | 3.26 |
| 8 | 6.07 |